Version a
This record from the Open Molecules 2025 dataset describes a cluster of 2 separate species, CH4NO2S in total. The level of theory is wB97M-V/def2-TZVPD.

Element x y z (Å)
C  -1.362  -0.048  1.461
N  1.415  -0.336  -1.306
O  0.973  -0.890  2.203
O  0.633  1.543  1.807
S  0.270  0.155  1.368
H  -1.922  0.385  0.634
H  -1.650  -1.079  1.513
H  0.690  -0.938  -0.873
H  2.370  -0.580  -1.069

For the HOMO-LUMO gap (alpha / beta), the calculation gives 6.4 / 7.7 eV. As for the charge: -1.

Results of the natural (NBO) charge analysis, in e, for atoms 1 through 5: atom 1 (C): -0.942, atom 2 (N): -0.817, atom 3 (O): -0.996, atom 4 (O): -0.982, atom 5 (S): 1.741

---

Version b
This record from the Open Molecules 2025 dataset describes a structure of composition CH4NO2S. The level of theory is wB97M-V/def2-TZVPD.

Element x y z (Å)
C  -0.499  1.701  0.272
N  1.271  -1.098  -0.220
O  -1.195  -0.285  -1.429
O  -1.529  -0.615  0.915
S  -0.749  0.058  -0.093
H  0.243  1.504  1.034
H  0.147  2.190  -0.376
H  1.249  -1.902  -0.828
H  1.062  -1.552  0.725

For the HOMO-LUMO gap (alpha / beta), the calculation gives 8.2 / 8.2 eV. As for the charge: -1.

Results of the natural (NBO) charge analysis, in e, for atoms 1 through 5: atom 1 (C): -1.040, atom 2 (N): -1.154, atom 3 (O): -0.982, atom 4 (O): -0.965, atom 5 (S): 2.131

---

Which of them is most stable? Easy: version b.

---

Version a
This record from the Open Molecules 2025 dataset describes a cluster of 19 separate species, H39O19 in total. The level of theory is wB97M-V/def2-TZVPD.

Element x y z (Å)
O  -1.954  3.659  1.223
H  -2.476  2.945  1.646
H  -2.702  4.092  0.787
O  -1.890  -0.968  -3.186
H  -1.632  -1.552  -2.464
H  -2.841  -1.132  -3.239
O  0.281  1.213  4.167
H  0.223  1.908  3.505
H  -0.560  0.915  4.521
O  0.158  1.427  -4.040
H  -0.632  1.307  -3.515
H  0.966  1.816  -3.693
O  -1.456  -3.849  -0.358
H  -1.003  -3.457  0.404
H  -0.797  -3.692  -1.054
O  -0.515  1.846  -1.255
H  -1.459  1.664  -1.253
H  -0.529  2.247  -0.365
O  0.985  -1.451  4.296
H  0.900  -0.577  4.711
H  1.908  -1.430  4.028
O  -0.876  0.323  1.140
H  0.040  0.305  1.439
O  2.236  2.182  -0.260
H  1.921  2.958  0.174
H  2.069  1.451  0.341
O  1.804  -2.475  0.916
H  2.394  -2.515  1.673
H  1.678  -3.412  -1.161
O  -0.809  -2.310  2.482
H  -0.889  -2.795  3.311
H  -0.291  -1.522  2.705
O  0.312  2.891  1.897
H  0.891  3.550  2.305
H  -0.524  3.409  1.667
O  0.927  -0.126  -2.264
H  0.982  -2.305  1.386
H  0.217  0.412  -1.832
O  2.407  -0.345  1.811
H  2.405  0.112  2.642
H  2.941  0.262  1.281
O  -2.791  -1.677  0.583
H  -2.634  -2.612  0.318
H  -3.151  -2.006  1.428
O  -3.545  1.548  1.608
H  -2.984  0.795  1.378
H  -4.454  1.321  1.417
O  0.908  -0.894  -4.706
H  0.602  0.152  -4.668
H  -0.015  -1.242  -4.752
O  1.083  -2.943  -1.735
H  1.023  -2.005  -1.523
H  1.037  -0.974  -3.731
O  2.831  1.701  -2.823
H  3.576  2.143  -3.253
H  2.800  2.242  -2.013
H  1.753  0.206  -1.887
H  -1.189  -0.596  1.023

For the HOMO-LUMO gap, the calculation gives 10.9 eV. As for the charge: +1.

Results of the natural (NBO) charge analysis, in e, for atoms 1 through 5: atom 1 (O): -0.990, atom 2 (H): 0.520, atom 3 (H): 0.502, atom 4 (O): -0.981, atom 5 (H): 0.490

---

Version b
This record from the Open Molecules 2025 dataset describes a structure of composition H39O19. The level of theory is wB97M-V/def2-TZVPD.

Element x y z (Å)
O  2.232  2.236  0.468
H  1.286  3.341  -2.572
H  2.797  2.332  -0.304
O  -1.965  0.537  0.189
H  -2.648  -0.050  0.541
H  -0.997  2.373  0.002
O  4.451  -0.045  -0.643
H  0.152  -1.319  0.233
H  0.511  3.349  -3.919
O  -2.006  -4.208  -1.011
H  -5.163  1.607  -1.175
H  4.111  0.540  -1.335
O  3.001  0.684  -3.055
H  3.532  0.168  -3.721
H  2.129  0.331  -3.270
O  1.616  4.227  -0.622
H  0.992  -1.089  1.831
H  2.004  5.034  -0.265
O  -4.813  0.724  -0.989
H  2.274  -2.962  -0.535
H  -1.103  0.082  0.216
O  0.472  2.936  -3.006
H  -0.560  2.632  -1.818
O  -1.720  0.131  -3.850
H  -1.905  -0.796  -3.969
H  -2.368  0.666  -4.332
O  -0.785  -1.463  3.873
H  -2.506  -4.778  -0.417
H  -1.634  -3.453  -0.549
O  2.636  -2.179  -0.084
H  3.760  -0.738  -0.683
H  3.597  -2.288  -0.043
O  -0.243  -1.886  -0.474
H  -0.704  -1.167  -0.952
H  -1.274  -2.297  3.904
O  -0.395  2.276  1.182
H  0.138  -1.693  3.787
H  0.932  3.893  -0.061
O  -1.363  2.749  -1.143
H  -2.017  2.060  -1.398
H  0.487  2.305  0.734
O  -0.347  1.888  4.256
H  -0.355  1.931  3.309
H  -5.025  0.195  -1.760
O  1.578  -2.766  2.327
H  0.860  -3.550  -1.635
H  2.531  -2.664  2.309
O  0.791  -4.394  -1.170
H  2.885  2.016  1.135
H  0.161  -4.225  -0.451
O  0.302  -0.374  1.632
H  -0.355  -0.753  2.247
H  0.035  2.815  4.281
O  -3.410  -1.159  2.367
H  -4.129  -0.522  2.297
H  -2.902  -0.812  3.125
H  -0.458  1.328  1.466
H  1.342  -2.815  1.379

For the HOMO-LUMO gap, the calculation gives 10.6 eV. As for the charge: +1.

Results of the natural (NBO) charge analysis, in e, for atoms 1 through 5: atom 1 (O): -0.971, atom 2 (H): 0.520, atom 3 (H): 0.503, atom 4 (O): -0.997, atom 5 (H): 0.524

---

Which of them is most stable? Easy: version a.

---

Version a
This record from the Open Molecules 2025 dataset describes the ion C4H8IN2 with charge +1. The level of theory is wB97M-V/def2-TZVPD.

Element x y z (Å)
C  -1.816  -0.034  0.089
C  -0.527  -0.716  0.413
C  1.412  -0.617  -1.071
C  1.004  0.984  0.666
N  -2.046  1.033  -0.476
N  0.654  -0.170  -0.108
I  0.803  -2.247  -2.280
H  -2.694  -0.729  0.370
H  -0.465  -1.033  1.469
H  -0.512  -1.800  0.208
H  2.479  -0.417  -1.175
H  2.013  1.483  0.382
H  0.207  1.761  0.428
H  0.870  0.748  1.768
H  -1.381  1.754  -0.684

For the HOMO-LUMO gap, the calculation gives 8.2 eV. Its structure (SMILES) is [H]/N=C\C/[N+](C)=C\I. As for the charge: +1.

Results of the natural (NBO) charge analysis, in e, for atoms 1 through 5: atom 1 (C): 0.137, atom 2 (C): -0.370, atom 3 (C): 0.083, atom 4 (C): -0.442, atom 5 (N): -0.568

---

Version b
This record from the Open Molecules 2025 dataset describes the ion C4H8IN2 with charge +1. The level of theory is wB97M-V/def2-TZVPD.

Element x y z (Å)
C  0.310  0.493  1.474
C  -0.116  -1.379  -0.193
C  -0.105  1.077  -0.840
C  -0.962  -0.256  -0.942
N  0.218  -0.813  1.215
N  0.191  1.389  0.540
I  -2.920  -0.042  0.057
H  0.420  0.883  2.556
H  -0.833  -2.199  -0.042
H  0.742  -1.677  -0.645
H  0.763  1.091  -1.332
H  -0.653  1.933  -1.240
H  -1.374  -0.692  -1.835
H  0.628  -1.494  1.970
H  0.482  2.362  0.734

For the HOMO-LUMO gap, the calculation gives 9.8 eV. Its structure (SMILES) is I[C@@H]1CNC=[NH+]C1. As for the charge: +1.

Results of the natural (NBO) charge analysis, in e, for atoms 1 through 5: atom 1 (C): 0.383, atom 2 (C): -0.229, atom 3 (C): -0.252, atom 4 (C): -0.326, atom 5 (N): -0.560

---

Version c
This record from the Open Molecules 2025 dataset describes the ion C4H8IN2 with charge +1. The level of theory is wB97M-V/def2-TZVPD.

Element x y z (Å)
C  0.817  0.352  0.026
C  -1.360  2.396  0.140
C  -0.414  0.828  0.027
C  1.246  -0.921  -0.432
N  -2.548  2.128  0.041
N  0.985  -2.048  0.474
I  -2.060  -0.677  -0.467
H  1.585  1.094  0.362
H  -0.849  3.365  -0.176
H  2.267  -1.031  -0.584
H  0.919  -1.188  -1.456
H  -3.267  2.811  -0.182
H  1.427  -2.937  0.159
H  -0.047  -2.254  0.562
H  1.299  -1.918  1.504

For the HOMO-LUMO gap, the calculation gives 9.0 eV. Its structure (SMILES) is [H]/N=C/C(I)=C/C[NH3+]. As for the charge: +1.

Results of the natural (NBO) charge analysis, in e, for atoms 1 through 5: atom 1 (C): -0.407, atom 2 (C): 0.160, atom 3 (C): -0.021, atom 4 (C): -0.266, atom 5 (N): -0.596

---

Version d
This record from the Open Molecules 2025 dataset describes the ion C4H8IN2 with charge +1. The level of theory is wB97M-V/def2-TZVPD.

Element x y z (Å)
C  2.235  -1.023  -0.619
C  1.046  -1.386  -0.245
C  -0.071  -0.174  0.288
C  -1.334  1.837  -0.251
N  -0.805  -0.574  1.324
N  -0.161  0.932  -0.349
I  0.154  -3.277  -0.083
H  2.922  -1.740  -0.964
H  2.568  -0.005  -0.770
H  -1.814  2.078  -1.190
H  -0.809  2.615  0.274
H  -2.095  1.377  0.380
H  -0.781  -1.578  1.713
H  -1.644  -0.063  1.596
H  0.589  0.981  -1.104

For the HOMO-LUMO gap, the calculation gives 9.9 eV. Its structure (SMILES) is C=C(I)/C(N)=[NH+]/C. As for the charge: +1.

Results of the natural (NBO) charge analysis, in e, for atoms 1 through 5: atom 1 (C): -0.385, atom 2 (C): -0.219, atom 3 (C): 0.545, atom 4 (C): -0.414, atom 5 (N): -0.766

---

Which of them is most stable? Easy: version b.

---

Version a
This record from the Open Molecules 2025 dataset describes a cluster of 2 separate species, C6H12N2 in total. The level of theory is wB97M-V/def2-TZVPD.

Element x y z (Å)
C  -2.258  -0.798  -1.269
C  -0.472  1.827  0.141
C  -1.649  0.108  -0.344
C  -1.412  0.084  1.041
N  -0.934  1.215  -0.889
N  -0.751  1.182  1.369
H  0.104  2.734  0.135
H  -0.755  1.627  2.280
H  -1.792  -0.593  1.794
H  -2.538  -1.779  -0.888
H  -1.722  -1.028  -2.202
H  -3.141  -0.427  -1.825
C  1.980  -1.081  0.558
C  2.366  0.047  -0.343
H  0.891  -1.057  0.773
H  1.873  -2.004  -0.035
H  2.504  -1.328  1.470
H  3.458  -0.012  -0.482
H  2.351  1.086  0.026
H  1.897  0.197  -1.311

For the HOMO-LUMO gap (alpha / beta), the calculation gives 10.7 / 6.5 eV. Its multiplicity is 2. Its expectation value of S² is 0.758. As for the charge: +1.

Results of the natural (NBO) charge analysis, in e, for atoms 1 through 5: atom 1 (C): -0.733, atom 2 (C): 0.325, atom 3 (C): 0.314, atom 4 (C): 0.126, atom 5 (N): -0.410

---

Version b
This record from the Open Molecules 2025 dataset describes a cluster of 2 separate species, C6H12N2 in total. The level of theory is wB97M-V/def2-TZVPD.

Element x y z (Å)
C  2.725  -1.304  1.241
C  1.817  0.588  -0.322
C  2.001  -0.062  0.917
C  1.331  1.919  1.313
N  1.512  1.867  -0.073
N  1.806  0.837  1.893
H  2.055  0.338  -1.346
H  1.056  2.574  -0.638
H  2.599  -1.700  2.246
H  3.773  -1.167  0.965
H  0.854  2.773  1.773
H  2.331  -2.187  0.718
C  -2.867  0.214  -1.095
C  -3.097  -1.305  -1.061
H  -3.320  0.714  -0.243
H  -1.818  0.529  -1.082
H  -3.271  0.523  -2.056
H  -2.345  -1.906  -0.540
H  -3.132  -1.680  -2.081
H  -4.010  -1.566  -0.528

For the HOMO-LUMO gap (alpha / beta), the calculation gives 10.2 / 6.4 eV. Its multiplicity is 2. Its expectation value of S² is 0.761. As for the charge: +1.

Results of the natural (NBO) charge analysis, in e, for atoms 1 through 5: atom 1 (C): -0.692, atom 2 (C): 0.154, atom 3 (C): 0.294, atom 4 (C): 0.362, atom 5 (N): -0.513

---

Which of them is most stable? Easy: version b.